1.
This record from OMol25 describes a 2-piece molecular cluster, CH5NOS overall at a distorted geometry. The level of theory is ωB97M-V/def2-TZVPD.

Cartesian coordinates (Å):
H1 -0.5587 0.5348 0.4630
H2 -1.8077 1.2307 1.1688
H3 2.1491 -1.6187 -0.2328
H4 -1.9253 -0.3437 1.1107
C1 2.0283 -0.6210 -0.5178
H5 2.7180 -0.2352 -1.2685
N1 -1.5215 0.4813 0.5861
O1 1.1038 0.1481 -0.2089
S1 -2.1861 0.4238 -1.1007

Frontier orbital gap (eV): 7.449
ΔE to the lowest compared entry with this formula, charge and spin (kcal/mol): 58.4
Total charge: 0
Spin multiplicity: 1
Calculated total energy (eV): -15488.5872
Structure (SMILES): [NH3+][S-].C=O

2.
This record from OMol25 describes a 3-piece molecular cluster, C5H13NO2 overall at a distorted geometry. The level of theory is ωB97M-V/def2-TZVPD.

Cartesian coordinates (Å):
H1 -0.9309 0.5544 -0.0537
H2 0.8049 -2.8986 -1.1364
O1 -1.4397 -1.6171 2.3947
C1 0.0613 0.8571 0.2407
H3 -0.9002 2.5559 1.3021
H4 2.5979 -1.9640 -2.1741
C2 1.3458 -0.9287 -0.9546
O2 -2.6076 1.2261 -1.6791
H5 0.3568 2.8658 0.0896
C3 2.4411 -0.9865 -1.7617
N1 0.5125 -2.0256 -0.7521
C4 0.0632 2.2089 0.9358
H6 3.0861 -0.1411 -1.7545
H7 2.0689 0.6989 0.2667
H8 -2.6472 0.9761 -0.7542
H9 -3.2586 1.8424 -2.0055
C5 1.1664 0.1501 0.0299
H10 -0.1698 -1.9673 -0.0063
H11 0.7108 2.2194 1.8181
H12 -2.3121 -1.5982 2.8343
H13 -0.9495 -2.0281 3.1203

Frontier orbital gap (eV): 7.892
ΔE to the lowest compared entry with this formula, charge and spin (kcal/mol): 66.3
Total charge: 0
Spin multiplicity: 1
Calculated total energy (eV): -10979.0034
Structure (SMILES): C=C(N)/C=C/C.O.O

3.
This record from OMol25 describes C19H37N5O2PZr as an isolated structure. The level of theory is ωB97M-V/def2-TZVPD.

Cartesian coordinates (Å):
H1 -0.7204 -1.5780 3.5556
N1 -2.9473 -2.7771 -2.1918
P1 1.7507 1.0129 -1.8759
N2 1.6719 -0.5503 1.3101
C1 -3.5281 1.2547 -0.0498
C2 -2.7735 2.2444 0.7905
C3 2.8415 -1.4033 0.9856
H2 -3.2244 5.0927 2.5791
C4 0.6543 -3.5653 1.0632
H3 1.3175 -3.3681 1.9030
H4 1.9535 0.4240 1.3097
H5 -3.5017 -1.9588 -1.9651
H6 -3.3626 0.2286 0.2957
C5 -1.3810 2.0942 0.9555
H7 0.5382 3.0446 -1.4224
H8 1.3043 -0.0279 3.3382
H9 3.1725 -3.2872 -0.0279
H10 1.4360 0.0264 -4.0522
C6 -2.0408 -2.4488 -3.3017
H11 1.2449 3.7679 2.3730
C7 1.0727 -0.8394 2.6473
H12 0.7167 -4.6393 0.8711
N3 -0.7440 1.0224 0.3592
C8 3.3069 1.6548 -1.1692
H13 -1.0729 -3.6535 2.3595
H14 3.1355 2.1250 -0.2007
C9 -0.7803 -3.1936 1.4108
H15 -3.5912 -3.5070 -2.4707
C10 -0.6674 3.0329 1.7178
O1 -1.3477 -0.4741 -2.1531
H16 -4.5982 1.4543 -0.0189
H17 -1.4489 -3.5714 0.6338
H18 2.9394 -0.5275 -3.3234
H19 -2.5154 -1.9110 -4.1284
C11 -3.4154 3.3211 1.3823
H20 4.0249 0.8430 -1.0466
C12 -0.9708 -1.5896 -2.6815
C13 -1.3429 4.1059 2.2871
H21 -4.4855 3.4338 1.2532
C14 -2.7103 4.2551 2.1276
C15 2.5131 -2.4181 -0.1211
C16 2.3035 0.3448 -3.4758
H22 -0.7847 4.8332 2.8653
H23 1.0557 2.0287 2.5471
H24 2.6987 -1.9770 -1.1033
H25 -1.5847 -3.3600 -3.6800
C17 0.8218 2.5063 -2.3267
N4 -0.9593 -1.7273 1.4469
H26 -0.0959 2.2072 -2.8341
H27 -0.9345 -0.0589 2.6713
C18 -0.4448 -1.0300 2.6484
H28 3.1846 -1.9143 1.8860
H29 3.7446 2.3978 -1.8374
H30 3.6702 -0.7766 0.6584
H31 1.4087 3.1530 -2.9806
C19 0.8166 2.8828 1.9047
N5 1.0936 -2.7742 -0.0901
H32 2.8574 1.0977 -4.0382
H33 0.8484 -3.2366 -0.9596
H34 -3.1861 1.2747 -1.0865
O2 0.2005 -1.9829 -2.5233
H35 1.5617 -1.7233 3.0511
Zr1 -0.0579 -0.5041 -0.4138
H36 -1.9574 -1.5360 1.4171
H37 1.3152 2.7257 0.9447

Frontier orbital gap (eV): 7.764
ΔE to the lowest compared entry with this formula, charge and spin (kcal/mol): 12.6
Total charge: +1
Spin multiplicity: 1
Calculated total energy (eV): -42417.3461

4.
This record from OMol25 describes C20H14HgN2 as an isolated structure. The level of theory is ωB97M-V/def2-TZVPD.

Cartesian coordinates (Å):
Hg1 0.0239 0.0964 0.0407
C1 0.2211 1.1432 3.0622
H1 1.6727 -2.0786 0.9768
H2 7.6960 0.0140 -3.2814
N1 -0.7231 -0.0430 7.6461
H3 0.6951 -4.3555 1.0630
C2 -0.6362 -1.1672 4.3281
C3 1.1675 -4.0026 0.1537
H4 0.5894 2.0499 2.5935
C4 -0.4898 -1.1279 2.9493
H5 7.2329 -2.1084 -2.0928
H6 -0.9601 -2.0710 4.8301
H7 1.8892 -4.9997 -2.9972
C5 1.2235 -4.8251 -0.9648
H8 2.8830 -2.7404 -3.0575
C6 6.4566 -1.3581 -2.1880
C7 5.1989 -1.5909 -1.6442
C8 4.1900 -0.6354 -1.7379
C9 -0.3676 -0.0244 5.0789
N2 2.1906 0.1628 -0.6456
C10 1.7145 -2.7290 0.1104
C11 2.4044 -3.0961 -2.1521
H9 0.7821 -5.8139 -0.9384
C12 1.8448 -4.3670 -2.1184
C13 6.7187 -0.1677 -2.8503
C14 -0.0721 0.0247 2.2758
C15 -0.5617 -0.0351 6.5063
H10 0.3026 2.0125 5.0319
C16 2.8278 -0.8212 -1.0921
C17 4.4662 0.5572 -2.4019
H11 5.9080 1.7180 -3.4808
H12 -0.7053 -2.0329 2.3888
H13 3.6756 1.2956 -2.4535
C18 2.3346 -2.2554 -1.0444
C19 0.0760 1.1330 4.4412
H14 4.9989 -2.5259 -1.1337
C20 5.7137 0.7878 -2.9595

Frontier orbital gap (spin up / spin down) (eV): 5.777 / 6.682
Total charge: -1
Spin multiplicity: 2
Calculated total energy (eV): -28121.2910

5.
This record from OMol25 describes an isolated ion of composition C5H11N4O5S and charge +1 at a distorted geometry. The level of theory is ωB97M-V/def2-TZVPD.

Cartesian coordinates (Å):
H1 -1.2906 2.2471 1.6015
O1 2.3021 1.5517 0.3608
N1 -0.5392 -2.0402 -0.3482
C1 2.9654 -1.3834 0.2265
C2 -2.1052 -0.1159 -0.6259
N2 -3.4974 0.1260 -0.3113
H2 -2.8564 1.5270 1.0543
N3 0.6235 -1.5537 -0.2739
O2 0.6392 2.5090 -1.1775
H3 3.4876 -0.9533 1.0891
H4 3.4542 -2.3293 -0.0405
H5 -4.0444 -0.7295 -0.3119
H6 -1.8275 0.2154 -1.6457
C3 -1.2417 0.7337 0.2702
O3 0.4537 2.8410 1.2433
C4 1.5381 -1.6718 0.5901
H7 -3.9278 0.7736 -0.9617
C5 -1.6881 -1.5858 -0.5682
H8 1.3556 -1.9443 1.6278
O4 0.0422 0.5904 0.2058
O5 3.0168 -0.4849 -0.8855
S1 0.9254 2.0939 0.1387
N4 -1.8336 1.5737 1.0567
H9 3.9175 -0.4605 -1.2378
H10 2.5905 0.7758 -0.2807
H11 -2.4599 -2.3057 -0.7960

Frontier orbital gap (eV): 9.052
ΔE to the lowest compared entry with this formula, charge and spin (kcal/mol): 0.0
Total charge: +1
Spin multiplicity: 1
Calculated total energy (eV): -32387.0005
Structure (SMILES): N[C@H](/C=N\N=C\CO)C(=[NH2+])OS(=O)(=O)O

6.
This record from OMol25 describes an isolated ion of composition C5H10N3S and charge +1 at a distorted geometry. The level of theory is ωB97M-V/def2-TZVPD.

Cartesian coordinates (Å):
S1 -3.1172 -0.8025 0.6260
H1 1.5095 -1.7820 2.1000
H2 -2.3643 1.9711 0.2306
H3 0.0040 3.4941 -0.9757
N1 -0.5882 -0.9562 -0.1351
C1 1.0842 -2.1531 1.1969
H4 -0.9208 3.5443 0.5246
C2 0.0315 -1.2548 -1.4776
H5 1.8379 -2.0543 0.4130
H6 -0.6332 -1.9167 -2.0853
C3 -0.1446 3.0486 -0.0254
N2 -1.5885 1.2380 0.1116
H7 0.9538 -1.7505 -1.1811
H8 0.5776 -3.1106 1.2352
H9 0.2573 -0.2958 -1.9759
C4 -0.0981 -1.3014 0.9961
C5 -1.7344 -0.0934 0.0382
N3 -0.4245 1.6811 -0.0717
H10 0.7660 3.2129 0.5780

Frontier orbital gap (spin up / spin down) (eV): 8.012 / 5.249
ΔE to the lowest compared entry with this formula, charge and spin (kcal/mol): 131.0
Total charge: +1
Spin multiplicity: 1
Calculated total energy (eV): -20640.1846

7.
This record from OMol25 describes an isolated molecule of C9H11PS at a distorted geometry. The level of theory is ωB97M-V/def2-TZVPD.

Cartesian coordinates (Å):
C1 -2.9108 -0.1948 0.4144
H1 1.5934 -1.3446 -1.4824
H2 -3.0363 -2.0499 -0.6997
H3 -2.8230 -0.2068 1.5133
H4 -2.1737 -0.2848 -2.2553
C2 4.2400 0.2885 -0.1018
C3 -1.4595 -0.6064 -1.4397
H5 -3.9840 -0.0291 0.1946
C4 1.4242 0.4540 -0.4363
H6 -0.7434 -1.2805 -1.9815
H7 1.5834 2.4653 0.2396
H8 5.3890 0.3660 0.0969
C5 3.6062 -0.6876 -0.8478
H9 4.1538 -1.4889 -1.2347
C6 -2.2915 -1.3451 -0.3981
C7 3.4487 1.3507 0.4195
C8 2.1582 1.4529 0.1792
H10 4.0421 2.2009 0.8372
S1 -0.5672 0.9780 -0.9127
H11 -1.6541 -2.0185 0.2845
P1 -2.1227 1.5756 0.1592
C9 2.1123 -0.5765 -0.9876

Frontier orbital gap (eV): 7.466
ΔE to the lowest compared entry with this formula, charge and spin (kcal/mol): 86.9
Total charge: 0
Spin multiplicity: 1
Calculated total energy (eV): -29631.4623

8.
This record from OMol25 describes C15H19IrN2O5S4 as an isolated structure. The level of theory is ωB97M-V/def2-TZVPD.

Cartesian coordinates (Å):
S1 -1.7070 0.8509 -2.4201
S2 -2.3675 -1.0346 0.2747
C1 3.8519 -0.2350 2.1051
S3 -0.4230 1.7063 0.3767
O1 0.2348 -2.4875 -0.5839
H1 0.5318 -0.9781 3.8747
O2 0.4341 -3.5959 -2.7812
C2 2.7664 -0.2241 -0.1102
O3 0.2569 -0.7042 1.4326
H2 4.8366 -0.1842 -0.4186
H3 4.7623 -0.2902 4.0340
H4 -3.8857 0.0987 -2.9884
C3 1.4707 -0.5925 2.0015
C4 -3.0571 -0.3418 -2.4319
H5 1.6416 -0.0698 -3.1162
O4 -1.7807 -3.1052 -1.8151
H6 -2.0497 2.3322 1.9987
C5 3.6219 -0.0322 -2.1518
C6 2.6385 -0.6486 4.1180
H7 -3.5894 0.9754 0.7711
C7 -1.6598 1.3685 1.6676
O5 -0.3165 -1.2736 -2.4489
H8 -4.3753 -0.2429 -0.6926
H9 2.6135 -0.7799 5.1914
H10 -1.0635 0.9512 2.4741
H11 -3.2391 1.9763 -0.9315
Ir1 -0.1922 -0.5149 -0.4662
H12 -3.2433 0.0463 2.2134
C8 -2.3931 2.2702 -1.5466
H13 4.7962 -0.0228 1.6200
C9 2.6818 -0.3436 1.3390
H14 -1.5967 3.7046 -0.1109
C10 3.8436 -0.3796 3.4725
C11 2.2744 -0.0745 -2.2488
C12 1.4737 -0.7526 3.3923
S4 -0.3899 -2.7628 -1.9842
C13 -2.8051 0.4390 1.2964
C14 -1.2640 2.8684 -0.7267
H15 4.3866 0.0403 -2.9030
H16 -2.7457 3.0059 -2.2709
C15 -3.5683 -0.8575 -1.0889
H17 -2.6540 -1.1667 -3.0130
N1 3.9129 -0.1372 -0.8116
H18 -3.9520 -1.8641 -1.2430
N2 1.7593 -0.1789 -0.9716
H19 -0.4710 3.2412 -1.3779

Frontier orbital gap (spin up / spin down) (eV): 7.999 / 5.814
ΔE to the lowest compared entry with this formula, charge and spin (kcal/mol): 0.0
Total charge: +1
Spin multiplicity: 2
Calculated total energy (eV): -75255.7302